Record 1
Computed, not measured: a structure of composition C46H34BrCl2EuF3N4O3S5 at a distorted geometry, with ωB97M-V/def2-TZVPD.

Each line ends with the Mulliken charge.
Geometry (Å):
1 Eu -0.54 -1.07 0.03  -0.398
2 O 2.73 -0.31 2.86  -0.922
3 C 3.53 0.66 2.38  0.712
4 C 4.70 1.00 3.07  -0.575
5 C 5.56 1.96 2.56  -0.429
6 C 5.28 2.58 1.35  -0.980
7 C 4.13 2.24 0.67  -0.896
8 C 3.22 1.32 1.19  -0.793
9 C 1.93 1.05 0.43  1.190
10 O 1.14 0.03 0.90  0.776
11 N 1.18 2.33 0.51  -0.663
12 N 0.11 2.41 -0.42  0.825
13 C -0.86 3.41 -0.18  -0.441
14 C -1.94 3.51 -0.90  -0.814
15 Br -2.90 0.41 0.07  -0.615
16 C -2.96 3.60 -1.72  -0.400
17 C -2.89 4.36 -2.98  0.660
18 C -4.03 4.97 -3.50  -0.368
19 C -3.96 5.72 -4.67  -0.501
20 C -2.75 5.86 -5.33  -0.336
21 C -1.62 5.23 -4.84  -0.739
22 C -1.68 4.48 -3.67  -0.100
23 H 2.01 -0.42 2.17  0.006
24 H 4.92 0.47 3.99  0.445
25 H 6.47 2.19 3.10  0.365
26 H 5.96 3.31 0.94  0.374
27 H 3.92 2.69 -0.30  0.419
28 H 2.20 0.87 -0.63  0.131
29 H 1.82 3.10 0.34  0.513
30 H -0.61 4.07 0.64  0.605
31 H -3.89 3.11 -1.46  0.360
32 H -4.97 4.87 -2.97  0.397
33 H -4.85 6.20 -5.06  0.351
34 H -2.70 6.44 -6.24  0.360
35 H -0.68 5.32 -5.37  0.385
36 H -0.81 3.97 -3.29  0.272
37 Cl -0.49 -3.53 1.30  0.034
38 C -2.17 -3.96 1.08  0.498
39 C -2.81 -4.64 2.10  -0.817
40 C -4.14 -5.00 1.96  -0.444
41 C -4.82 -4.67 0.79  -0.654
42 C -4.16 -4.02 -0.24  0.298
43 Cl -5.03 -3.69 -1.69  -0.254
44 C -2.80 -3.62 -0.13  -0.122
45 S -1.99 -2.86 -1.46  -0.272
46 H -2.25 -4.91 2.99  0.402
47 H -4.65 -5.52 2.75  0.330
48 H -5.86 -4.94 0.66  0.378
49 F 0.54 -0.78 -8.34  -0.298
50 C -0.66 -0.65 -7.74  0.777
51 F -1.31 0.35 -8.39  -0.274
52 F -1.36 -1.78 -8.04  -0.266
53 C -0.56 -0.40 -6.27  0.582
54 C 0.66 -0.50 -5.62  -1.082
55 C 0.74 -0.21 -4.27  0.002
56 C -0.40 0.19 -3.56  -0.216
57 C -1.64 0.22 -4.22  -0.380
58 C -1.71 -0.06 -5.56  -0.985
59 C -0.31 0.66 -2.21  0.368
60 C -0.04 1.54 -1.41  -0.347
61 H 1.54 -0.80 -6.16  0.441
62 H 1.68 -0.29 -3.74  0.609
63 H -2.52 0.48 -3.65  0.603
64 H -2.67 -0.03 -6.08  0.344
65 S 6.52 -2.12 1.54  -0.385
66 C 5.03 -2.35 0.85  0.138
67 S 4.45 -1.47 -0.54  -0.186
68 C 2.85 -2.25 -0.39  -0.077
69 N 2.82 -3.07 0.61  -0.645
70 N 4.03 -3.16 1.27  0.770
71 C 4.14 -4.24 2.18  0.416
72 C 3.04 -4.55 2.97  -0.167
73 C 3.10 -5.63 3.83  -0.730
74 C 4.24 -6.41 3.90  -0.378
75 C 5.33 -6.12 3.09  -0.654
76 C 5.28 -5.04 2.22  -0.437
77 S 1.64 -2.03 -1.56  -0.089
78 H 2.15 -3.94 2.90  0.331
79 H 2.25 -5.88 4.45  0.379
80 H 4.28 -7.26 4.58  0.359
81 H 6.22 -6.74 3.12  0.340
82 H 6.12 -4.81 1.58  0.387
83 C 0.07 1.08 3.96  -1.178
84 S -0.85 0.83 2.40  1.309
85 O -1.07 -0.65 2.34  -0.526
86 C -2.34 1.52 3.17  0.140
87 C -3.34 0.70 3.66  -0.442
88 C -4.40 1.26 4.35  -0.603
89 C -4.46 2.64 4.55  -0.404
90 C -3.47 3.46 4.02  -0.776
91 C -2.42 2.90 3.32  -0.341
92 H -0.51 0.68 4.79  0.470
93 H 0.22 2.16 4.08  0.322
94 H 1.03 0.58 3.88  0.306
95 H -3.27 -0.36 3.48  0.461
96 H -5.19 0.62 4.74  0.394
97 H -5.29 3.07 5.11  0.357
98 H -3.53 4.53 4.16  0.371
99 H -1.64 3.53 2.90  0.338

For the relative energy (zero: lowest compared OMol25 entry of this formula, charge and spin), the calculation gives 11.7 kcal/mol. The expectation value of S² is 15.760. As for the total charge: -2. As for the LUMO energy (spin up / spin down): 0.143 / 0.142 hartree. The multiplicity is 8.



Record 2
Computed, not measured: a cluster of 3 separate species, C46H34F3IN2O6S2 in total, with ωB97M-V/def2-TZVPD.

Each line ends with the Mulliken charge.
Geometry (Å):
1 N 4.74 1.53 0.97  -0.472
2 C 3.87 2.72 0.94  -0.825
3 C 2.38 2.34 0.77  0.278
4 O 1.72 2.43 2.04  -0.586
5 C 1.59 3.29 -0.15  -1.656
6 C 0.84 2.67 -1.30  0.379
7 C 1.46 1.92 -2.31  0.746
8 S 3.23 1.68 -2.27  -0.134
9 C 0.73 1.33 -3.36  0.787
10 C 1.36 0.48 -4.43  -2.003
11 C 1.69 -0.93 -3.89  0.277
12 O 2.98 -1.34 -4.29  -0.591
13 C 0.70 -1.99 -4.34  0.702
14 F 1.05 -2.56 -5.48  -0.275
15 F 0.60 -2.97 -3.42  -0.314
16 F -0.53 -1.50 -4.49  -0.261
17 C -0.65 1.53 -3.42  -0.510
18 C -1.28 2.31 -2.46  -1.288
19 C -0.54 2.85 -1.41  0.356
20 S -1.47 3.79 -0.21  -0.352
21 C -2.91 2.76 -0.13  0.758
22 C -3.54 2.50 1.08  -0.853
23 C -4.66 1.68 1.08  -0.404
24 C -5.13 1.12 -0.11  -0.511
25 C -4.49 1.39 -1.31  -0.143
26 I -5.18 0.57 -3.11  0.075
27 C -3.37 2.22 -1.33  -0.057
28 N -2.70 2.53 -2.55  -0.209
29 H 5.61 1.75 1.43  0.235
30 H 4.29 0.76 1.45  0.194
31 H 4.20 3.35 0.12  0.211
32 H 3.95 3.31 1.85  0.425
33 H 2.31 1.32 0.41  0.435
34 H 2.15 1.80 2.63  0.337
35 H 0.89 3.78 0.51  0.558
36 H 2.23 4.08 -0.55  0.476
37 H 3.57 2.52 -3.26  0.171
38 H 0.67 0.41 -5.26  0.579
39 H 2.30 0.90 -4.77  0.493
40 H 1.65 -0.90 -2.80  0.437
41 H 3.55 -1.39 -3.51  0.371
42 H -1.24 1.10 -4.21  0.486
43 H -3.16 2.91 2.00  0.490
44 H -5.18 1.43 1.99  0.549
45 H -5.99 0.47 -0.11  0.352
46 H -2.83 3.52 -2.75  0.318
47 O -8.14 3.48 8.94  -0.660
48 C -7.67 2.97 7.94  0.532
49 C -8.56 2.52 6.83  0.216
50 C -9.93 2.71 6.94  -0.587
51 C -10.77 2.32 5.91  -0.471
52 C -10.24 1.74 4.76  -0.515
53 C -8.87 1.54 4.65  -0.555
54 C -8.03 1.93 5.68  0.263
55 C -6.56 1.69 5.55  0.549
56 O -6.10 1.13 4.58  -0.681
57 C -5.67 2.16 6.65  0.268
58 C -4.30 1.99 6.54  -0.570
59 C -3.46 2.44 7.54  -0.507
60 C -3.98 3.08 8.65  -0.469
61 C -5.35 3.25 8.78  -0.596
62 C -6.20 2.79 7.78  0.221
63 H -10.34 3.16 7.84  0.478
64 H -11.83 2.46 6.00  0.395
65 H -10.89 1.45 3.95  0.405
66 H -8.45 1.09 3.76  0.496
67 H -3.90 1.49 5.66  0.503
68 H -2.39 2.30 7.44  0.405
69 H -3.32 3.44 9.43  0.402
70 H -5.77 3.74 9.65  0.474
71 O 5.86 -3.45 -2.11  -0.709
72 C 6.21 -4.21 -2.99  0.549
73 C 5.22 -4.83 -3.90  0.135
74 C 3.87 -4.53 -3.74  -0.489
75 C 2.93 -5.07 -4.60  -0.496
76 C 3.33 -5.91 -5.63  -0.716
77 C 4.67 -6.23 -5.79  -0.566
78 C 5.62 -5.70 -4.92  0.362
79 C 7.05 -6.06 -5.10  0.584
80 O 7.40 -6.85 -5.95  -0.665
81 C 8.05 -5.42 -4.20  0.190
82 C 9.40 -5.71 -4.36  -0.576
83 C 10.34 -5.11 -3.55  -0.466
84 C 9.95 -4.20 -2.57  -0.486
85 C 8.60 -3.91 -2.40  -0.565
86 C 7.65 -4.52 -3.20  0.185
87 H 3.56 -3.88 -2.94  0.600
88 H 1.89 -4.82 -4.48  0.465
89 H 2.60 -6.32 -6.32  0.404
90 H 4.99 -6.89 -6.58  0.478
91 H 9.70 -6.41 -5.13  0.475
92 H 11.39 -5.33 -3.68  0.402
93 H 10.69 -3.72 -1.94  0.399
94 H 8.29 -3.21 -1.64  0.477

As for the total charge: 0. As for the LUMO energy: -0.040 hartree. As for the SMILES: NC[C@@H](O)Cc1c(S)c(C[C@H](O)C(F)(F)F)cc2c1Sc1cccc(I)c1N2.O=C1c2ccccc2C(=O)c2ccccc21.O=C1c2ccccc2C(=O)c2ccccc21.



Calculated E_tot in order - -237103.80537; -101444.18550 eV